Density functional theory data (ωB97M-V with the def2-TZVPD basis set) for a 10-piece molecular cluster, C36H91NO10 overall.

Bonds (Å) are listed after each position.
CARTESIAN COORDINATES (ANGSTROEM)
1 C 2.58 1.77 -0.22  C2 1.539, H12 1.094, H13 1.093, H14 1.089
2 C 1.32 1.01 0.22  C1 1.539, C3 1.522, C4 1.543, N10 1.443
3 C 1.70 0.02 1.31  C2 1.522, H15 1.092, H16 1.095, H17 1.093
4 C 0.40 2.11 0.81  C2 1.543, C5 1.535, H18 1.092, H19 1.096
5 C -1.05 1.69 1.07  C4 1.535, C6 1.538, H20 1.088, H21 1.093
6 C -1.60 1.00 -0.19  C5 1.538, C7 1.528, H22 1.091, H23 1.098
7 C -0.76 -0.06 -0.89  C6 1.528, C8 1.529, C9 1.525, N10 1.456
8 C -0.98 -1.43 -0.25  C7 1.529, H24 1.091, H25 1.094, H26 1.093
9 C -1.24 -0.12 -2.34  C7 1.525, H27 1.094, H28 1.092, H29 1.094
10 N 0.63 0.37 -0.88  C2 1.443, C7 1.456, O11 1.424
11 O 1.51 -0.46 -1.62  N10 1.424, H30 0.969
12 H 2.41 2.18 -1.22  C1 1.094
13 H 3.43 1.09 -0.32  C1 1.093
14 H 2.88 2.61 0.41  C1 1.089
15 H 0.89 -0.45 1.87  C3 1.092
16 H 2.30 0.57 2.04  C3 1.095
17 H 2.30 -0.82 0.95  C3 1.093
18 H 0.80 2.49 1.75  C4 1.092
19 H 0.35 2.95 0.12  C4 1.096
20 H -1.70 2.54 1.26  C5 1.088
21 H -1.01 1.02 1.93  C5 1.093
22 H -2.04 1.74 -0.85  C6 1.091
23 H -2.46 0.39 0.14  C6 1.098
24 H -0.31 -2.19 -0.66  C8 1.091
25 H -0.83 -1.33 0.83  C8 1.094
26 H -1.99 -1.86 -0.33  C8 1.093
27 H -0.78 -0.94 -2.90  C9 1.094
28 H -2.32 -0.23 -2.46  C9 1.092
29 H -0.95 0.76 -2.92  C9 1.094
30 H 1.69 0.12 -2.38  O11 0.969
31 C -0.55 -3.29 -4.88  C32 1.512, H35 1.093, H36 1.092, H37 1.091
32 C -0.83 -4.10 -3.63  C31 1.512, C33 1.527, O34 1.418, H38 1.097
33 C -2.23 -3.81 -3.10  C32 1.527, H39 1.089, H40 1.093, H41 1.092
34 O -0.67 -5.49 -3.84  C32 1.418, H42 0.960
35 H -1.17 -3.70 -5.68  C31 1.093
36 H 0.52 -3.30 -5.09  C31 1.092
37 H -0.82 -2.24 -4.78  C31 1.091
38 H -0.09 -3.72 -2.92  C32 1.097
39 H -2.54 -2.77 -3.17  C33 1.089
40 H -2.32 -4.04 -2.03  C33 1.093
41 H -2.95 -4.45 -3.62  C33 1.092
42 H 0.23 -5.74 -3.62  O34 0.960
43 C -4.41 4.21 0.70  C44 1.511, H47 1.091, H48 1.092, H49 1.090
44 C -3.76 4.89 1.88  C43 1.511, C45 1.534, O46 1.434, H50 1.095
45 C -4.54 6.11 2.37  C44 1.534, H51 1.093, H52 1.091, H53 1.096
46 O -3.52 3.91 2.90  C44 1.434, H54 0.963
47 H -3.95 3.24 0.52  C43 1.091
48 H -4.24 4.80 -0.21  C43 1.092
49 H -5.49 4.14 0.82  C43 1.090
50 H -2.79 5.31 1.57  C44 1.095
51 H -5.27 6.49 1.66  C45 1.093
52 H -3.91 6.97 2.61  C45 1.091
53 H -5.17 5.93 3.25  C45 1.096
54 H -3.62 4.37 3.74  O46 0.963
55 C 4.23 -0.46 -3.80  C56 1.508, H59 1.091, H60 1.091, H61 1.097
56 C 3.33 0.37 -4.68  C55 1.508, C57 1.522, O58 1.422, H62 1.097
57 C 2.49 -0.47 -5.62  C56 1.522, H63 1.093, H64 1.091, H65 1.094
58 O 2.46 1.18 -3.89  C56 1.422, H66 0.961
59 H 4.97 0.09 -3.22  C55 1.091
60 H 4.76 -1.24 -4.35  C55 1.091
61 H 3.64 -1.01 -3.05  C55 1.097
62 H 3.99 0.98 -5.31  C56 1.097
63 H 3.02 -1.17 -6.28  C57 1.093
64 H 1.94 0.24 -6.24  C57 1.091
65 H 1.82 -1.16 -5.10  C57 1.094
66 H 2.28 1.98 -4.39  O58 0.961
67 C -0.41 -1.16 4.60  C68 1.529, H71 1.097, H72 1.090, H73 1.089
68 C -1.06 -0.17 5.57  C67 1.529, C69 1.514, O70 1.420, H74 1.095
69 C -0.98 1.29 5.16  C68 1.514, H75 1.097, H76 1.090, H77 1.091
70 O -2.43 -0.48 5.76  C68 1.420, H78 0.970
71 H -0.78 -1.03 3.58  C67 1.097
72 H -0.79 -2.14 4.88  C67 1.090
73 H 0.67 -1.05 4.56  C67 1.089
74 H -0.61 -0.25 6.56  C68 1.095
75 H 0.01 1.62 4.83  C69 1.097
76 H -1.23 1.94 5.99  C69 1.090
77 H -1.60 1.49 4.28  C69 1.091
78 H -2.86 -0.06 5.00  O70 0.970
79 C -5.54 -2.95 -0.74  C80 1.524, H83 1.100, H84 1.088, H85 1.089
80 C -5.68 -1.68 0.10  C79 1.524, C81 1.524, O82 1.445, H86 1.087
81 C -5.02 -1.96 1.44  C80 1.524, H87 1.086, H88 1.092, H89 1.092
82 O -4.93 -0.67 -0.62  C80 1.445, H90 0.962
83 H -6.06 -3.74 -0.17  C79 1.100
84 H -4.52 -3.31 -0.84  C79 1.088
85 H -6.11 -2.87 -1.67  C79 1.089
86 H -6.70 -1.32 0.11  C80 1.087
87 H -4.98 -1.08 2.09  C81 1.086
88 H -4.01 -2.31 1.23  C81 1.092
89 H -5.56 -2.78 1.93  C81 1.092
90 H -4.02 -0.95 -0.74  O82 0.962
91 C 2.24 -5.92 0.50  C92 1.519, H95 1.092, H96 1.093, H97 1.089
92 C 2.39 -4.44 0.18  C91 1.519, C93 1.539, O94 1.431, H98 1.093
93 C 2.29 -4.13 -1.33  C92 1.539, H99 1.088, H100 1.098, H101 1.095
94 O 1.22 -3.85 0.76  C92 1.431, H102 0.964
95 H 1.19 -6.21 0.39  C91 1.092
96 H 2.40 -6.11 1.56  C91 1.093
97 H 2.85 -6.59 -0.10  C91 1.089
98 H 3.37 -4.05 0.48  C92 1.093
99 H 1.65 -4.78 -1.91  C93 1.088
100 H 3.30 -4.15 -1.76  C93 1.098
101 H 2.02 -3.08 -1.50  C93 1.095
102 H 1.15 -2.97 0.39  O94 0.964
103 C 6.07 -2.96 -0.40  C104 1.520, H107 1.097, H108 1.091, H109 1.089
104 C 6.35 -1.47 -0.48  C103 1.520, C105 1.535, O106 1.454, H110 1.089
105 C 5.98 -0.66 0.77  C104 1.535, H111 1.085, H112 1.102, H113 1.090
106 O 7.79 -1.30 -0.57  C104 1.454, H114 0.961
107 H 5.01 -3.05 -0.67  C103 1.097
108 H 6.19 -3.45 0.57  C103 1.091
109 H 6.64 -3.52 -1.14  C103 1.089
110 H 6.02 -1.06 -1.43  C104 1.089
111 H 6.69 -0.92 1.56  C105 1.085
112 H 4.97 -0.92 1.11  C105 1.102
113 H 5.81 0.40 0.59  C105 1.090
114 H 8.21 -1.92 0.04  O106 0.961
115 C -5.39 -0.40 4.82  C116 1.528, H119 1.098, H120 1.090, H121 1.083
116 C -5.24 1.04 4.33  C115 1.528, C117 1.528, O118 1.454, H122 1.092
117 C -5.23 2.04 5.48  C116 1.528, H123 1.088, H124 1.092, H125 1.091
118 O -3.95 1.07 3.66  C116 1.454, H126 0.967
119 H -6.42 -0.69 5.07  C115 1.098
120 H -4.94 -0.57 5.80  C115 1.090
121 H -5.11 -1.12 4.06  C115 1.083
122 H -5.94 1.27 3.52  C116 1.092
123 H -4.35 1.88 6.10  C117 1.088
124 H -6.18 1.90 6.00  C117 1.092
125 H -5.14 3.06 5.10  C117 1.091
126 H -3.89 1.85 3.09  O118 0.967
127 C 4.66 3.94 -3.05  C128 1.519, H131 1.092, H132 1.091, H133 1.092
128 C 4.45 5.44 -2.92  C127 1.519, C129 1.551, O130 1.427, H134 1.097
129 C 4.42 5.86 -1.43  C128 1.551, H135 1.091, H136 1.085, H137 1.093
130 O 5.48 6.13 -3.62  C128 1.427, H138 0.960
131 H 4.74 3.67 -4.11  C127 1.092
132 H 3.86 3.43 -2.51  C127 1.091
133 H 5.62 3.65 -2.62  C127 1.092
134 H 3.49 5.76 -3.35  C128 1.097
135 H 3.48 5.54 -0.97  C129 1.091
136 H 4.57 6.92 -1.26  C129 1.085
137 H 5.18 5.22 -0.97  C129 1.093
138 H 5.19 6.20 -4.53  O130 0.960

Values from the calculation:
LUMO level = 0.3 eV
Energy = -60770.16051 eV
ΔE to the lowest compared entry with this formula, charge and spin = 0.722 eV
HOMO-LUMO gap = 8.5 eV
SMILES = CC1(C)CCCC(C)(C)N1O.CC(C)O.CC(C)O.CC(C)O.CC(C)O.CC(C)O.CC(C)O.CC(C)O.CC(C)O.CC(C)O
2S+1 = 1

---

Density functional theory data (ωB97M-V with the def2-TZVPD basis set) for a 7-piece molecular cluster, C36H92N6O12 overall.

Bonds (Å) are listed after each position.
CARTESIAN COORDINATES (ANGSTROEM)
1 C -5.89 -5.47 -30.41  O2 1.391, H7 1.092, H8 1.100, H9 1.095
2 O -6.13 -5.72 -29.06  C1 1.391, C3 1.408
3 C -5.17 -5.25 -28.13  O2 1.408, C4 1.511, H10 1.104, H11 1.095
4 C -3.80 -5.87 -28.12  C3 1.511, C5 1.522, N6 1.492, H12 1.109
5 C -3.71 -7.39 -28.07  C4 1.522, H13 1.092, H14 1.091, H15 1.095
6 N -2.79 -5.21 -27.23  C4 1.492, H16 1.039, H17 1.054
7 H -6.57 -6.07 -31.02  C1 1.092
8 H -4.91 -5.82 -30.74  C1 1.100
9 H -6.04 -4.43 -30.72  C1 1.095
10 H -5.00 -4.18 -28.35  C3 1.104
11 H -5.72 -5.34 -27.19  C3 1.095
12 H -3.45 -5.65 -29.15  C4 1.109
13 H -3.76 -7.83 -27.07  C5 1.092
14 H -2.79 -7.71 -28.56  C5 1.091
15 H -4.51 -7.83 -28.68  C5 1.095
16 H -2.80 -4.19 -27.44  N6 1.039
17 H -3.21 -5.14 -26.27  N6 1.054
18 C -2.70 -2.46 -30.57  O19 1.414, H27 1.108, H28 1.097, H29 1.094
19 O -2.09 -1.19 -30.68  C18 1.414, C20 1.401
20 C -1.02 -0.99 -29.80  O19 1.401, C21 1.493, H30 1.092, H31 1.104
21 C -1.30 -1.38 -28.39  C20 1.493, N22 1.449, H32 1.109, H33 1.095
22 N -0.40 -0.66 -27.51  C21 1.449, C23 1.448, H34 1.014
23 C -0.46 -1.04 -26.12  N22 1.448, C24 1.513, H35 1.095, H36 1.102
24 C 0.61 -0.42 -25.24  C23 1.513, O25 1.416, H37 1.087, H38 1.098
25 O 0.43 -1.08 -24.00  C24 1.416, C26 1.385
26 C 1.15 -0.46 -23.00  O25 1.385, H39 1.083, H40 1.104, H41 1.112
27 H -2.00 -3.27 -30.86  C18 1.108
28 H -3.48 -2.55 -31.34  C18 1.097
29 H -3.15 -2.62 -29.59  C18 1.094
30 H -0.83 0.08 -29.86  C20 1.092
31 H -0.09 -1.46 -30.16  C20 1.104
32 H -1.21 -2.47 -28.19  C21 1.109
33 H -2.31 -1.09 -28.07  C21 1.095
34 H 0.56 -0.60 -27.83  N22 1.014
35 H -0.60 -2.12 -26.06  C23 1.095
36 H -1.33 -0.51 -25.70  C23 1.102
37 H 0.39 0.65 -25.18  C24 1.087
38 H 1.60 -0.72 -25.60  C24 1.098
39 H 1.07 -1.00 -22.06  C26 1.083
40 H 0.91 0.60 -22.86  C26 1.104
41 H 2.23 -0.43 -23.25  C26 1.112
42 C -7.04 -2.39 -29.02  O43 1.387, H51 1.105, H52 1.090, H53 1.098
43 O -8.06 -2.97 -29.76  C42 1.387, C44 1.407
44 C -8.38 -2.27 -30.94  O43 1.407, C45 1.523, H54 1.102, H55 1.107
45 C -9.24 -3.17 -31.82  C44 1.523, N46 1.448, H56 1.092, H57 1.092
46 N -8.46 -4.23 -32.43  C45 1.448, C47 1.415, H58 0.999
47 C -7.62 -3.90 -33.51  N46 1.415, C48 1.481, H59 1.104, H60 1.099
48 C -7.26 -5.03 -34.39  C47 1.481, O49 1.410, H61 1.106, H62 1.095
49 O -6.53 -5.98 -33.66  C48 1.410, C50 1.407
50 C -5.77 -6.84 -34.48  O49 1.407, H63 1.095, H64 1.095, H65 1.102
51 H -6.08 -2.67 -29.49  C42 1.105
52 H -6.93 -2.83 -28.02  C42 1.090
53 H -7.04 -1.30 -28.94  C42 1.098
54 H -7.50 -1.92 -31.50  C44 1.102
55 H -8.95 -1.38 -30.62  C44 1.107
56 H -9.65 -2.60 -32.65  C45 1.092
57 H -10.05 -3.60 -31.22  C45 1.092
58 H -8.05 -4.91 -31.82  N46 0.999
59 H -6.70 -3.40 -33.16  C47 1.104
60 H -8.09 -3.14 -34.15  C47 1.099
61 H -6.59 -4.59 -35.16  C48 1.106
62 H -8.10 -5.44 -34.97  C48 1.095
63 H -4.82 -7.08 -33.97  C50 1.095
64 H -5.53 -6.46 -35.47  C50 1.095
65 H -6.27 -7.81 -34.64  C50 1.102
66 C -9.85 -12.38 -33.03  O67 1.373, H75 1.099, H76 1.090, H77 1.097
67 O -9.40 -11.10 -33.26  C66 1.373, C68 1.394
68 C -10.37 -10.16 -32.91  O67 1.394, C69 1.494, H78 1.089, H79 1.100
69 C -9.78 -8.79 -33.01  C68 1.494, N70 1.482, H80 1.092, H81 1.101
70 N -10.68 -7.76 -32.46  C69 1.482, C71 1.456, H82 1.021
71 C -10.86 -7.88 -31.02  N70 1.456, C72 1.514, H83 1.088, H84 1.088
72 C -9.56 -7.65 -30.28  C71 1.514, O73 1.393, H85 1.104, H86 1.110
73 O -9.74 -7.77 -28.91  C72 1.393, C74 1.443
74 C -8.67 -7.27 -28.09  O73 1.443, H87 1.089, H88 1.089, H89 1.098
75 H -10.05 -12.56 -31.96  C66 1.099
76 H -9.03 -13.04 -33.33  C66 1.090
77 H -10.75 -12.63 -33.61  C66 1.097
78 H -10.84 -10.43 -31.97  C68 1.089
79 H -11.12 -10.19 -33.72  C68 1.100
80 H -9.64 -8.53 -34.06  C69 1.092
81 H -8.77 -8.67 -32.58  C69 1.101
82 H -10.29 -6.85 -32.70  N70 1.021
83 H -11.25 -8.89 -30.87  C71 1.088
84 H -11.59 -7.14 -30.70  C71 1.088
85 H -9.14 -6.72 -30.68  C72 1.104
86 H -8.80 -8.41 -30.55  C72 1.110
87 H -8.43 -6.21 -28.16  C74 1.089
88 H -7.79 -7.90 -28.21  C74 1.089
89 H -9.14 -7.39 -27.10  C74 1.098
90 C -4.55 -1.21 -26.00  O91 1.409, H99 1.096, H100 1.105, H101 1.089
91 O -3.69 -2.32 -26.10  C90 1.409, C92 1.406
92 C -3.16 -2.73 -24.87  O91 1.406, C93 1.497, H102 1.103, H103 1.088
93 C -4.10 -3.46 -23.96  C92 1.497, N94 1.484, H104 1.102, H105 1.092
94 N -4.57 -4.68 -24.66  C93 1.484, C95 1.473, H106 1.023
95 C -5.56 -5.51 -23.95  N94 1.473, C96 1.528, H107 1.097, H108 1.104
96 C -4.90 -6.31 -22.83  C95 1.528, O97 1.397, H109 1.102, H110 1.105
97 O -5.88 -6.95 -22.06  C96 1.397, C98 1.445
98 C -5.47 -8.17 -21.41  O97 1.445, H111 1.085, H112 1.104, H113 1.097
99 H -5.06 -1.07 -26.96  C90 1.096
100 H -3.99 -0.26 -25.92  C90 1.105
101 H -5.25 -1.35 -25.18  C90 1.089
102 H -2.76 -1.86 -24.31  C92 1.103
103 H -2.29 -3.35 -25.06  C92 1.088
104 H -4.96 -2.89 -23.58  C93 1.102
105 H -3.50 -3.82 -23.12  C93 1.092
106 H -5.13 -4.37 -25.46  N94 1.023
107 H -5.93 -6.21 -24.71  C95 1.097
108 H -6.46 -4.94 -23.66  C95 1.104
109 H -4.26 -5.66 -22.20  C96 1.102
110 H -4.22 -7.01 -23.34  C96 1.105
111 H -5.95 -8.21 -20.44  C98 1.085
112 H -4.37 -8.17 -21.25  C98 1.104
113 H -5.67 -9.04 -22.05  C98 1.097
114 C -6.42 -16.29 -32.22  O115 1.381, H123 1.097, H124 1.100, H125 1.087
115 O -5.64 -15.16 -32.28  C114 1.381, C116 1.408
116 C -5.96 -14.24 -31.26  O115 1.408, C117 1.516, H126 1.098, H127 1.107
117 C -5.01 -13.07 -31.42  C116 1.516, N118 1.458, H128 1.102, H129 1.090
118 N -5.16 -12.32 -32.66  C117 1.458, C119 1.467, H130 1.018
119 C -6.32 -11.43 -32.72  N118 1.467, C120 1.502, H131 1.090, H132 1.085
120 C -6.28 -10.34 -31.68  C119 1.502, O121 1.417, H133 1.108, H134 1.099
121 O -6.85 -10.82 -30.48  C120 1.417, C122 1.446
122 C -6.67 -9.97 -29.33  O121 1.446, H135 1.108, H136 1.098, H137 1.094
123 H -7.48 -16.04 -32.37  C114 1.097
124 H -6.28 -16.75 -31.23  C114 1.100
125 H -6.14 -17.03 -32.96  C114 1.087
126 H -5.92 -14.67 -30.26  C116 1.098
127 H -6.98 -13.85 -31.44  C116 1.107
128 H -3.98 -13.45 -31.44  C117 1.102
129 H -4.99 -12.39 -30.57  C117 1.090
130 H -5.30 -12.98 -33.42  N118 1.018
131 H -7.24 -11.97 -32.52  C119 1.090
132 H -6.31 -10.99 -33.71  C119 1.085
133 H -6.96 -9.55 -32.06  C120 1.108
134 H -5.29 -9.85 -31.65  C120 1.099
135 H -6.01 -10.42 -28.56  C122 1.108
136 H -7.65 -9.83 -28.85  C122 1.098
137 H -6.19 -9.00 -29.55  C122 1.094
138 C 1.04 -7.51 -25.30  C139 1.496, H141 1.092, H142 1.093, H143 1.094
139 C -0.13 -7.14 -26.16  C138 1.496, O140 1.471, H144 1.109, H145 1.096
140 O -0.39 -5.73 -25.85  C139 1.471, H146 1.000
141 H 1.38 -8.54 -25.42  C138 1.092
142 H 0.82 -7.43 -24.23  C138 1.093
143 H 1.83 -6.78 -25.48  C138 1.094
144 H -1.06 -7.65 -25.85  C139 1.109
145 H -0.02 -7.21 -27.25  C139 1.096
146 H -1.12 -5.35 -26.42  O140 1.000

Values from the calculation:
LUMO level = 0.6 eV
Energy = -72325.29629 eV
ΔE to the lowest compared entry with this formula, charge and spin = 0.000 eV
HOMO-LUMO gap = 9.0 eV
SMILES = COC[C@H](C)N.COCCNCCOC.COCCNCCOC.COCCNCCOC.COCCNCCOC.COCCNCCOC.CCO
2S+1 = 1